No. 1
Computed, not measured: a gas-phase ion, C3H4FN2 (charge +1), with the ωB97M-V functional and the def2-TZVPD basis.

Summary:
orbital gap (alpha / beta)	7.273 / 8.461	eV
highest occupied orbital energy (alpha / beta)	-14.56 / -15.90	eV

Structure (ORCA input):
```
! wB97M-V def2-TZVPD RIJCOSX def2/J DEFGRID3
* xyz 1 1
C -0.14 0.92 0.03
C 0.18 0.15 -1.10
C -0.14 -0.76 1.77
N -0.31 0.41 1.29
N 0.65 -1.04 -1.03
F 0.71 -1.77 -2.14
H -0.22 1.99 -0.07
H 0.03 0.66 -2.06
H -0.39 -1.70 1.30
H -0.37 1.15 2.01
*
```



No. 2
Computed, not measured: a molecular structure, C16H35KN4O3P2Si, with the ωB97M-V functional and the def2-TZVPD basis.

Summary:
orbital gap	5.053	eV
highest occupied orbital energy	-5.04	eV

Structure (ORCA input):
```
! wB97M-V def2-TZVPD RIJCOSX def2/J DEFGRID3
* xyz 0 1
K -1.52 -0.86 -1.08
C 1.59 0.20 -3.92
N 1.71 1.56 -3.41
C 3.04 2.12 -3.53
P 0.78 1.99 -2.12
O -0.54 1.34 -2.17
O 1.61 1.61 -0.80
P 1.50 0.68 0.51
O 0.72 -0.54 0.24
N 3.04 0.35 0.94
C 3.60 -0.99 0.77
C 4.01 1.41 1.15
N 0.95 1.74 1.64
C -0.29 2.46 1.38
C 1.06 1.31 3.04
N 0.80 3.62 -2.05
C 1.52 4.46 -1.11
C -0.03 4.33 -3.01
H 1.94 0.18 -4.96
H 0.54 -0.10 -3.91
H 2.18 -0.52 -3.34
H 3.35 2.09 -4.58
H 3.78 1.57 -2.94
H 3.04 3.16 -3.21
H 2.79 -1.70 0.67
H 4.19 -1.24 1.65
H 4.24 -1.04 -0.11
H 3.50 2.35 1.35
H 4.66 1.54 0.27
H 4.64 1.17 2.01
H -0.35 2.78 0.34
H -0.33 3.35 2.01
H -1.17 1.85 1.60
H 2.01 0.82 3.20
H 0.25 0.62 3.31
H 1.00 2.19 3.68
H 2.22 3.87 -0.53
H 0.84 4.96 -0.42
H 2.08 5.23 -1.65
H -0.51 3.62 -3.69
H 0.57 5.02 -3.60
H -0.82 4.90 -2.51
C -3.89 -4.79 -0.97
Si -3.76 -3.01 -0.25
C -5.60 -2.64 0.17
C -3.02 -3.38 1.49
C -1.75 -3.96 1.61
C -1.14 -4.18 2.83
C -1.78 -3.80 4.01
C -3.04 -3.21 3.93
C -3.64 -3.01 2.69
H -4.52 -5.44 -0.35
H -2.91 -5.26 -1.04
H -4.31 -4.78 -1.98
H -6.07 -3.44 0.75
H -6.17 -2.52 -0.76
H -5.71 -1.70 0.73
H -1.22 -4.26 0.70
H -0.16 -4.65 2.87
H -1.31 -3.96 4.97
H -3.55 -2.91 4.83
H -4.63 -2.56 2.67
*
```



Values of F_max, in order: 0.053, 0.008, all in hartree/bohr.